(1)
{"formula": "C17H17BrN2O2", "method": "ωB97M-V/def2-TZVPD", "mol_weight_g_mol": 361.2, "orbital_gap_ev": 9.0358, "e_above_lowest_ev": 0.038, "smiles": "CCCC(=O)Nc1cccc(NC(=O)c2ccccc2Br)c1", "homo_ha": -0.3109, "species": ["Br", "O", "O", "N", "N", "C", "C", "C", "C", "C", "C", "C", "C", "C", "C", "C", "C", "C", "C", "C", "C", "C", "H", "H", "H", "H", "H", "H", "H", "H", "H", "H", "H", "H", "H", "H", "H", "H", "H"], "xyz": [[2.37899, -2.24875, 0.41629], [-2.92076, -1.00623, -1.02235], [3.35920, -0.56808, -3.10731], [1.63914, 0.03951, -1.80456], [-2.36161, 0.09607, 0.89192], [-0.42912, 1.32766, 1.58254], [4.69631, -0.88138, 1.31024], [-3.20602, -0.61935, 0.08578], [4.96011, 0.73683, -0.92054], [5.74203, 0.02049, 1.22806], [0.97703, 0.49826, -0.66097], [-1.04608, 0.49400, 0.64905], [-4.54359, -0.89587, 0.75725], [-6.05898, -0.13421, -1.11227], [0.86488, 1.75898, 1.37237], [3.88185, -0.13922, -0.83993], [-5.61085, -1.31068, -0.25425], [-0.33732, 0.08296, -0.47079], [1.57342, 1.36281, 0.25143], [3.77659, -0.95945, 0.27768], [2.95352, -0.23934, -2.01251], [5.87861, 0.82599, 0.10908], [-6.46846, -1.72659, 0.27836], [-4.37933, -1.70428, 1.47579], [-0.96941, 1.64207, 2.46381], [2.57271, 1.73264, 0.08881], [-4.87242, -0.01253, 1.30969], [-5.21588, 0.26343, -1.67130], [-6.82077, -0.45064, -1.82025], [6.70376, 1.51750, 0.03529], [6.45632, 0.08229, 2.03479], [-6.47397, 0.65986, -0.49340], [5.06058, 1.34857, -1.80457], [1.33078, 2.42083, 2.08669], [-0.80453, -0.57257, -1.18643], [4.59337, -1.52877, 2.16742], [-5.19518, -2.08755, -0.89719], [1.03991, -0.21288, -2.58263], [-2.72480, 0.38761, 1.78892]], "nbo_charge": [0.07, -0.61, -0.58, -0.63, -0.62, -0.29, -0.24, 0.69, -0.19, -0.19, 0.27, 0.26, -0.50, -0.61, -0.17, -0.11, -0.39, -0.33, -0.30, -0.06, 0.66, -0.21, 0.20, 0.23, 0.21, 0.22, 0.21, 0.22, 0.21, 0.22, 0.22, 0.19, 0.23, 0.22, 0.26, 0.23, 0.22, 0.42, 0.40]}

---

(2)
{"formula": "C3H5NO2", "method": "ωB97M-V/def2-TZVPD", "mol_weight_g_mol": 87.1, "orbital_gap_ev": [6.8637, 7.9410], "e_above_lowest_ev": 6.610, "homo_ha": [-0.2626, -0.2791], "species": ["O", "O", "N", "C", "C", "C", "H", "H", "H", "H", "H"], "xyz": [[1.57748, 0.85892, -0.74605], [0.82996, 1.69603, 0.45814], [0.52284, -1.12487, -1.28357], [-0.39563, 0.67061, 0.25814], [0.61780, 0.03688, -0.68038], [-0.88766, 0.06366, 1.39777], [1.26298, -1.50822, -1.85286], [-0.25888, -0.56315, 2.02304], [-1.12748, 1.24298, -0.31832], [-0.27147, -1.70051, -1.02023], [-1.86993, 0.32768, 1.76431]], "nbo_charge": [-0.31, -0.31, -0.75, -0.15, 0.66, -0.60, 0.42, 0.19, 0.23, 0.42, 0.20]}

---

(3)
{"formula": "C31H27BiBr2F11N2O4P2S2Se", "method": "ωB97M-V/def2-TZVPD", "mol_weight_g_mol": 1274.4, "orbital_gap_ev": [3.1557, 4.6183], "multiplicity": 2, "e_above_lowest_ev": 0.000, "charge": -2, "homo_ha": [-0.0195, -0.0733], "species": ["Bi", "Br", "Br", "Se", "S", "S", "P", "P", "F", "F", "F", "F", "F", "F", "F", "F", "F", "F", "F", "O", "O", "O", "O", "N", "N", "C", "C", "C", "C", "C", "C", "C", "C", "C", "C", "C", "C", "C", "C", "C", "C", "C", "C", "C", "C", "C", "C", "C", "C", "C", "C", "C", "C", "C", "C", "C", "H", "H", "H", "H", "H", "H", "H", "H", "H", "H", "H", "H", "H", "H", "H", "H", "H", "H", "H", "H", "H", "H", "H", "H", "H", "H", "H"], "xyz": [[-1.71109, 2.74551, -2.48687], [-1.79908, 3.28006, 0.21610], [-0.36827, 9.55465, -3.46836], [-4.45713, -1.26271, 5.36092], [1.08144, 2.17524, -2.45915], [2.33837, 0.13047, -3.94022], [-4.19253, 2.78302, -5.00949], [2.82054, 1.11406, 3.15031], [-2.15904, -5.76012, 6.29712], [-3.37143, -3.88324, 7.63664], [-4.36183, 4.12780, -5.86220], [-5.76832, 2.39718, -5.07381], [-3.96795, -7.18458, 4.46478], [-4.38309, 3.70691, -3.64441], [-2.52539, 3.16898, -4.85783], [-5.80566, -5.38163, 3.05858], [-3.85005, 1.86676, -6.35369], [-3.88949, 1.43662, -4.09026], [-6.27371, -3.17850, 4.26589], [1.88387, 2.30118, 2.78224], [4.01045, 0.91854, 2.13390], [3.27203, 1.38306, 4.65925], [1.95340, -0.19327, 3.05408], [0.28652, -0.35699, -0.75181], [1.35266, -0.44816, -1.52369], [-4.95064, -5.03537, 4.04314], [-1.40481, 5.02233, -2.80158], [0.09801, -2.35226, -4.49398], [1.53215, -1.49855, 0.95849], [0.96542, 2.91148, 3.75736], [-2.08730, 5.78209, -3.72820], [-0.81984, 7.75728, -3.13768], [-5.10404, -3.80997, 4.58241], [-3.25661, -5.23985, 5.76073], [1.52715, 0.47448, -2.47294], [-0.46315, 5.66181, -1.99692], [-4.36979, -3.11639, 5.58671], [3.58460, -1.86465, 2.24727], [1.94535, -2.62081, 0.12422], [0.42639, -4.77242, -3.12624], [-3.61909, -4.01442, 6.32155], [1.40442, -2.66617, -4.03705], [-0.98390, -3.19531, -4.29362], [3.25344, -3.04540, 0.13691], [-1.83506, 7.17484, -3.84047], [-4.05982, -5.87492, 4.77221], [-0.83241, -4.37679, -3.53829], [1.50544, -3.88560, -3.34855], [2.59253, -1.74815, -4.19268], [4.00846, -2.72282, 1.27384], [-0.24250, 7.01769, -2.08475], [2.37293, -1.17947, 2.01350], [4.39571, 1.40495, 0.78018], [3.90608, 0.28362, 5.45523], [0.38587, -0.70374, 0.56366], [-0.60848, -0.31190, 1.53769], [5.01842, 0.65277, 0.27705], [-0.32818, -0.40928, 2.57096], [3.19133, 0.08444, 6.25703], [1.48472, 2.93579, 4.70117], [-2.39603, 7.75421, -4.57628], [-0.84769, 0.75479, 1.40718], [3.54683, 1.70726, 0.19508], [-0.00216, 5.13562, -1.14236], [0.63745, -5.75248, -2.69890], [0.47950, 7.54724, -1.50290], [4.96525, -3.13126, 1.38851], [-0.04479, -1.49740, -5.08115], [-1.73010, -4.92485, -3.38602], [0.79960, 3.94696, 3.43398], [-2.88269, 5.36442, -4.32761], [1.27352, -3.00563, -0.68199], [0.05182, 2.34116, 3.82646], [5.03228, 2.28529, 0.94199], [4.27963, -1.59889, 3.06048], [3.46192, -1.92719, -3.54714], [2.51487, -4.21518, -3.02020], [4.74362, 0.77756, 5.86601], [-1.56192, -0.88719, 1.43775], [-1.95441, -2.88685, -4.64337], [3.00229, -1.81769, -5.22994], [4.24462, -0.55440, 4.84230], [3.63856, -3.57572, -0.74825]], "lowdin_spin": [0.36, 0.04, 0.00, 0.00, -0.02, 0.05, 0.00, 0.00, 0.00, 0.00, 0.00, 0.00, 0.00, 0.02, 0.01, 0.00, 0.00, 0.01, 0.00, 0.00, 0.00, 0.00, 0.00, -0.02, 0.03, 0.00, 0.03, 0.00, 0.04, 0.00, 0.01, 0.01, 0.00, 0.00, 0.12, 0.01, 0.00, 0.00, 0.03, 0.00, 0.00, 0.00, 0.00, 0.00, 0.00, 0.00, 0.00, 0.00, 0.01, 0.03, 0.00, 0.02, 0.00, 0.00, 0.13, 0.03, 0.00, 0.00, 0.00, 0.00, 0.00, 0.01, 0.00, 0.00, 0.00, 0.00, 0.00, 0.00, 0.00, 0.00, 0.00, 0.00, 0.00, 0.00, 0.00, 0.00, 0.00, 0.00, 0.01, 0.00, 0.00, 0.00, 0.00]}

---

(4)
{"formula": "C5H22N2O5", "method": "ωB97M-V/def2-TZVPD", "mol_weight_g_mol": 190.2, "orbital_gap_ev": [10.3349, 5.7439], "multiplicity": 2, "e_above_lowest_ev": 0.000, "charge": 1, "homo_ha": [-0.5002, -0.5002], "species": ["O", "O", "O", "O", "O", "N", "N", "C", "C", "C", "C", "C", "H", "H", "H", "H", "H", "H", "H", "H", "H", "H", "H", "H", "H", "H", "H", "H", "H", "H", "H", "H", "H", "H"], "xyz": [[-2.17943, 3.08915, 1.90865], [0.86577, 1.35520, -0.47377], [-2.76469, -0.21275, 1.57799], [0.78479, 2.38254, 2.05580], [-0.79593, 0.11637, 3.34442], [-2.54428, -1.31858, -1.25620], [-0.20803, -0.84867, -1.71993], [-1.30762, -1.85900, -1.71258], [1.89968, -1.02816, -2.79904], [2.02374, -0.27023, 0.83436], [1.16402, -0.95375, -1.41044], [1.79171, 0.27217, -0.61610], [-0.52476, -0.13511, -2.38368], [1.78486, -0.12608, -3.37978], [-0.92159, -2.75499, -1.20450], [-1.33594, -2.23435, -2.74082], [-0.29794, 0.51691, 2.62819], [-0.70289, 0.85418, 3.95499], [2.39625, 0.43914, 1.56482], [-2.60574, 0.45067, 2.27035], [1.43419, 3.05286, 1.93336], [0.05187, 1.06984, -0.86455], [1.07502, -0.65705, 1.19820], [2.89816, -1.36998, -2.52640], [-2.05955, -0.84947, 1.73008], [-1.22085, 3.04306, 1.75318], [-2.54503, -1.18884, -0.24824], [1.56751, -1.92954, -3.33151], [1.01660, 1.61103, 1.49837], [-2.52421, 2.33441, 1.38581], [1.15034, -1.92601, -0.88486], [2.74309, -1.09538, 0.82147], [2.65716, 0.62240, -1.16871], [-2.76628, -0.45197, -1.73891]], "nbo_charge": [-0.94, -0.70, -0.98, -0.98, -0.95, -0.75, -0.21, -0.10, -0.59, -0.65, -0.11, 0.11, 0.40, 0.24, 0.23, 0.23, 0.46, 0.49, 0.25, 0.51, 0.49, 0.46, 0.21, 0.26, 0.47, 0.48, 0.41, 0.23, 0.48, 0.46, 0.24, 0.24, 0.21, 0.38]}

---

(5)
{"formula": "C22H36Cl6N4O3", "method": "ωB97M-V/def2-TZVPD", "mol_weight_g_mol": 617.3, "orbital_gap_ev": 8.0668, "homo_ha": -0.3093, "species": ["Cl", "Cl", "Cl", "Cl", "Cl", "Cl", "O", "O", "O", "N", "N", "N", "N", "C", "C", "C", "C", "C", "C", "C", "C", "C", "C", "C", "C", "C", "C", "C", "C", "C", "C", "C", "C", "C", "C", "H", "H", "H", "H", "H", "H", "H", "H", "H", "H", "H", "H", "H", "H", "H", "H", "H", "H", "H", "H", "H", "H", "H", "H", "H", "H", "H", "H", "H", "H", "H", "H", "H", "H", "H", "H"], "xyz": [[0.33201, -4.43125, 3.94054], [5.94082, 2.84356, -5.06956], [3.86361, 3.64546, -3.21128], [-1.30265, -0.53542, 2.52922], [-1.61013, -5.52300, -1.60334], [6.50740, 3.01008, -2.21887], [0.28123, -6.35882, 1.59213], [1.19849, -5.01841, 0.05635], [-4.25570, -3.94995, -1.98148], [-1.88451, -4.45612, -0.30450], [-3.99244, -3.30431, -0.80864], [-0.98508, -4.46775, 0.67938], [-2.52490, -2.99486, 1.17458], [5.59192, 3.69875, -3.56253], [-1.36988, 3.37730, -0.13388], [2.01902, 2.56100, 1.50052], [-2.92331, -3.53919, -0.04452], [-3.25612, 0.29300, -0.35968], [-1.30710, -3.54219, 1.66260], [-1.40607, 1.40019, -1.94082], [-0.45867, -1.89704, 3.37964], [0.24504, -5.34746, 0.77481], [-0.69804, 2.75054, -1.43279], [-4.05260, -0.19146, -1.64724], [-1.70306, 0.36279, -0.77335], [-5.28268, -1.15131, -1.36809], [2.76743, 2.05040, 0.18902], [5.39028, -0.91648, -0.10099], [-0.53761, 3.14098, 1.20893], [-5.00583, -2.32915, -0.35294], [0.95748, 3.69405, 1.13563], [4.13372, 1.28743, 0.47045], [4.40873, 0.18977, -0.70368], [-0.52283, -3.20422, 2.94216], [0.34852, -1.46811, 4.68093], [-1.06945, 3.75076, 2.00516], [-0.27250, -1.74131, 5.57660], [-1.04171, 0.60720, 0.10248], [-3.72444, -3.53941, -2.69529], [-2.44215, 3.05836, 0.00656], [-3.30156, -0.40872, 0.51853], [4.89912, 0.69772, -1.61651], [-5.55850, -1.61391, -2.37171], [6.44765, -0.52203, -0.21856], [-4.79061, -1.96130, 0.69507], [-6.21339, -0.58946, -1.04131], [1.08457, 4.52871, 1.87895], [5.89284, 4.73555, -3.68122], [-1.40974, -0.66240, -1.14129], [-1.39583, 4.50444, -0.28366], [1.11581, 4.11617, 0.09577], [3.43399, -0.24798, -1.07510], [-5.98370, -2.90813, -0.26302], [1.34181, -1.98697, 4.62402], [5.22921, -1.07051, 1.00196], [2.88562, 2.94355, -0.50497], [-0.63383, 0.90730, -2.61757], [5.26407, -1.92986, -0.59661], [2.81289, 2.97210, 2.19666], [-0.77423, 3.51093, -2.27543], [-3.32219, -0.59300, -2.41676], [0.39492, 2.52145, -1.24460], [-3.64674, 1.30586, -0.06604], [-2.29110, 1.65004, -2.58903], [-4.48766, 0.74763, -2.12147], [1.55411, 1.68403, 2.05224], [0.49373, -0.35321, 4.62794], [2.05689, 1.32708, -0.32176], [-0.55482, 2.07351, 1.56570], [4.96936, 2.05831, 0.42876], [4.13107, 0.74867, 1.46678]], "mulliken_charge": [-0.10, -0.13, -0.09, -0.15, 0.05, -0.11, -0.64, -0.59, -0.43, -0.08, 0.32, 0.34, -0.43, -0.07, -1.01, -0.34, 0.56, -0.01, 0.28, -0.94, 0.20, 0.44, 0.18, -0.83, -0.25, -0.83, 0.12, -1.05, 0.32, -0.90, -0.90, -0.61, -0.04, 0.12, -1.21, 0.36, 0.29, -0.17, 0.35, 0.32, 0.22, 0.00, 0.32, 0.25, 0.37, 0.37, 0.40, 0.37, 0.33, 0.38, 0.39, 0.29, 0.34, 0.39, 0.29, 0.05, 0.28, 0.32, 0.39, 0.38, 0.36, -0.26, 0.32, 0.34, 0.35, 0.03, 0.34, -0.09, -0.44, 0.19, 0.33]}